No. 1
{"formula": "C24H32N2O8S", "method": "ωB97M-V with the def2-TZVPD basis set", "symbols": ["C", "C", "N", "C", "C", "S", "O", "O", "C", "C", "C", "C", "N", "C", "O", "C", "O", "C", "O", "C", "C", "C", "C", "C", "O", "C", "C", "O", "C", "C", "O", "C", "C", "C", "C", "H", "H", "H", "H", "H", "H", "H", "H", "H", "H", "H", "H", "H", "H", "H", "H", "H", "H", "H", "H", "H", "H", "H", "H", "H", "H", "H", "H", "H", "H", "H", "H"], "coordinates": [[-6.730, -1.232, -0.437], [-5.619, -1.331, 0.605], [-4.726, -0.191, 0.648], [-5.029, 0.961, 1.465], [-6.215, 1.807, 1.008], [-3.865, 0.144, -0.736], [-3.662, -1.093, -1.434], [-4.417, 1.244, -1.482], [-2.291, 0.659, -0.059], [-1.655, -0.161, 0.852], [-0.387, 0.158, 1.300], [0.255, 1.290, 0.804], [1.550, 1.650, 1.172], [2.469, 0.930, 1.858], [2.296, -0.155, 2.364], [3.813, 1.673, 1.967], [4.521, 1.700, 0.730], [4.170, 2.569, -0.212], [3.287, 3.387, -0.082], [4.974, 2.360, -1.465], [4.139, 1.493, -2.431], [3.584, 0.258, -1.769], [2.230, -0.037, -1.863], [1.705, -1.171, -1.259], [0.397, -1.551, -1.373], [-0.394, -0.969, -2.383], [2.532, -2.012, -0.488], [2.062, -3.191, 0.044], [0.988, -3.112, 0.963], [3.889, -1.692, -0.367], [4.819, -2.393, 0.333], [4.423, -3.201, 1.423], [4.401, -0.583, -1.042], [-0.407, 2.126, -0.098], [-1.681, 1.809, -0.527], [-6.286, -1.045, -1.411], [-7.425, -0.429, -0.211], [-7.279, -2.170, -0.474], [-6.033, -1.466, 1.608], [-4.992, -2.193, 0.363], [-4.124, 1.575, 1.448], [-5.184, 0.613, 2.492], [-6.107, 2.038, -0.049], [-6.238, 2.736, 1.573], [-7.155, 1.286, 1.169], [-2.160, -1.048, 1.200], [0.118, -0.468, 2.015], [1.880, 2.524, 0.760], [4.460, 1.130, 2.657], [3.642, 2.696, 2.322], [5.184, 3.324, -1.929], [5.905, 1.857, -1.210], [4.780, 1.209, -3.269], [3.316, 2.093, -2.822], [1.588, 0.613, -2.436], [-1.374, -1.439, -2.301], [-0.516, 0.108, -2.241], [0.033, -1.162, -3.372], [0.819, -4.135, 1.298], [0.084, -2.722, 0.494], [1.262, -2.486, 1.818], [3.935, -4.119, 1.090], [5.347, -3.445, 1.947], [3.757, -2.654, 2.095], [5.459, -0.402, -0.949], [0.092, 3.011, -0.468], [-2.214, 2.427, -1.233]], "smiles": "CCN(CC)S(=O)(=O)c1ccc(NC(=O)COC(=O)CCc2cc(OC)c(OC)c(OC)c2)cc1", "energy_ha": -2043.34058, "charge": 0, "homo_lumo_gap_ev": 8.7026, "homo_energy_ev": -8.17, "lumo_energy_ev": 0.5318}

=====

No. 2
{"formula": "C4H11N3O3", "method": "ωB97M-V with the def2-TZVPD basis set", "symbols": ["C", "O", "C", "N", "C", "N", "O", "C", "N", "O", "H", "H", "H", "H", "H", "H", "H", "H", "H", "H", "H"], "coordinates": [[0.717, 1.778, -1.159], [0.622, 0.415, -1.556], [0.738, -0.530, -0.495], [2.138, -0.587, -0.032], [-0.294, -0.402, 0.701], [0.053, 0.691, 1.615], [-0.192, -1.595, 1.473], [-1.781, -0.211, 0.214], [-2.187, -0.852, -0.925], [-2.623, 0.398, 0.876], [1.575, 1.959, -0.506], [-0.210, 2.104, -0.681], [0.849, 2.380, -2.063], [0.557, -1.506, -0.964], [2.219, -1.416, 0.557], [2.716, -0.748, -0.853], [0.983, 0.499, 1.980], [-0.624, 0.741, 2.370], [-0.597, -1.377, 2.328], [-1.530, -1.104, -1.652], [-3.129, -0.638, -1.228]], "smiles": "CO[C@@H](N)[C@](N)(O)C(N)=O", "energy_ha": -549.00121, "charge": 0, "homo_lumo_gap_ev": 10.3581, "homo_energy_ev": -9.63, "lumo_energy_ev": 0.7322, "e_above_lowest_kcal_mol": 1.5}

=====

No. 3
{"formula": "C36H31IrN6O7S", "method": "ωB97M-V with the def2-TZVPD basis set", "symbols": ["Ir", "C", "O", "C", "C", "C", "C", "C", "C", "N", "N", "C", "C", "O", "C", "C", "C", "C", "C", "C", "C", "C", "H", "H", "H", "H", "H", "H", "H", "H", "H", "H", "H", "H", "H", "N", "C", "C", "C", "C", "C", "C", "S", "O", "O", "N", "C", "N", "C", "C", "C", "N", "H", "H", "H", "H", "H", "H", "H", "H", "H", "C", "O", "C", "C", "C", "C", "C", "C", "O", "C", "O", "C", "H", "H", "H", "H", "H", "H", "H", "H", "H"], "coordinates": [[0.568, 0.101, -0.118], [-2.995, -0.044, -0.749], [-1.950, 0.208, 0.191], [-2.184, -0.036, 1.496], [-3.458, -0.166, 2.021], [-3.643, -0.403, 3.371], [-2.545, -0.518, 4.223], [-1.277, -0.387, 3.723], [-1.052, -0.151, 2.351], [0.226, -0.093, 1.838], [1.193, -0.171, 2.694], [2.455, -0.449, 2.503], [3.068, -0.862, 1.212], [2.390, -1.122, 0.204], [4.490, -0.969, 1.156], [5.271, -0.713, 2.225], [4.718, -0.413, 3.517], [5.537, -0.203, 4.632], [4.991, 0.016, 5.878], [3.606, 0.011, 6.043], [2.782, -0.160, 4.952], [3.315, -0.344, 3.669], [-3.772, 0.717, -0.675], [-3.416, -1.038, -0.593], [-2.536, 0.012, -1.733], [-4.316, -0.087, 1.369], [-4.648, -0.497, 3.760], [-2.692, -0.719, 5.275], [-0.419, -0.480, 4.368], [4.920, -1.216, 0.194], [6.348, -0.756, 2.115], [6.611, -0.208, 4.498], [5.635, 0.184, 6.731], [3.180, 0.149, 7.027], [1.710, -0.148, 5.073], [4.669, -5.126, 2.411], [3.489, -4.703, 1.874], [3.287, -4.727, 0.483], [2.097, -4.291, -0.057], [1.101, -3.808, 0.784], [1.276, -3.777, 2.157], [2.469, -4.207, 2.702], [-0.421, -3.231, 0.117], [-1.243, -2.804, 1.215], [-0.937, -4.183, -0.811], [-0.092, -1.819, -0.702], [0.388, -1.677, -1.952], [0.662, -0.359, -2.183], [1.020, 0.015, -3.404], [1.121, -0.912, -4.421], [0.918, -2.246, -4.071], [0.566, -2.633, -2.855], [5.329, -5.616, 1.835], [4.753, -5.240, 3.404], [4.074, -5.093, -0.164], [1.926, -4.305, -1.126], [0.475, -3.400, 2.781], [2.628, -4.173, 3.774], [1.230, 1.067, -3.555], [1.378, -0.618, -5.427], [1.050, -3.040, -4.797], [4.218, 5.262, 4.545], [4.187, 4.116, 3.705], [3.173, 3.986, 2.838], [2.168, 4.953, 2.651], [1.168, 4.708, 1.748], [1.099, 3.526, 0.991], [0.093, 3.305, -0.008], [-0.694, 4.454, -0.584], [-0.171, 2.186, -0.488], [2.127, 2.539, 1.170], [2.201, 1.444, 0.486], [3.140, 2.812, 2.108], [5.026, 5.094, 5.250], [3.278, 5.376, 5.090], [4.419, 6.168, 3.971], [2.176, 5.891, 3.188], [0.382, 5.445, 1.654], [-0.364, 5.425, -0.234], [-1.752, 4.311, -0.358], [-0.596, 4.403, -1.669], [3.931, 2.085, 2.242]], "energy_ha": -2747.89837, "s_squared": 1.0506, "charge": 1, "homo_lumo_gap_ev": [6.1774, 5.0683], "homo_energy_ev": [-10.26, -10.36], "lumo_energy_ev": [-4.0870, -5.2963], "e_above_lowest_kcal_mol": 59.2, "spin_multiplicity": 2}